1.
{
  "formula": "C20H14FN3S",
  "method": "ωB97M-V with the def2-TZVPD basis set",
  "lumo_energy_ev": 0.13,
  "total_charge": 0,
  "mol_weight_g_mol": 347.42,
  "energy_ev": -38987.736,
  "gap_ev": 8.57,
  "smiles": "Fc1ccc(-c2csc3c(-c4cncnc4C4CC4)ccnc23)cc1",
  "species": ["S", "F", "N", "N", "N", "C", "C", "C", "C", "C", "C", "C", "C", "C", "C", "C", "C", "C", "C", "C", "C", "C", "C", "C", "C", "H", "H", "H", "H", "H", "H", "H", "H", "H", "H", "H", "H", "H", "H"],
  "positions_angstrom": [[-0.21700, 1.29822, 1.34540], [-3.78802, 3.42371, -5.82067], [-0.11040, -2.14529, 4.63739], [2.10856, -1.88864, 3.94244], [-0.77048, -1.18169, -1.70076], [-2.26548, 3.72040, -3.95616], [-0.67361, -0.13788, -0.92924], [-2.70735, 1.04235, -3.12120], [-0.18705, -0.18598, 0.33706], [-1.81821, 1.82271, -2.34846], [1.17407, -2.21405, 4.81998], [-1.16794, 1.28258, -1.12720], [-1.57328, 3.10635, -2.82995], [-3.11442, 2.97531, -4.68639], [3.50944, 0.19456, 1.99488], [0.44752, -1.64384, 2.32887], [-3.32536, 1.63499, -4.28958], [2.80684, -1.14116, 1.63900], [1.78464, -1.57950, 2.69681], [-0.51636, -1.87958, 3.35278], [-1.04028, 2.10794, 0.01973], [4.30884, -1.05836, 1.91282], [0.05976, -1.47788, 0.94326], [-0.47285, -2.36753, -1.24622], [-0.09381, -2.55550, 0.06277], [3.35342, 0.61863, 2.98629], [5.03876, -1.18989, 1.08615], [-2.06938, 4.75261, -4.21416], [0.10403, -3.61764, 0.38050], [-1.56266, -2.04985, 3.15485], [1.32835, -2.46965, 5.79053], [-2.91732, 0.01710, -2.76967], [-0.95520, 3.76926, -2.28419], [-0.60658, -3.15226, -2.01290], [-4.05170, 1.04273, -4.88493], [-1.32243, 3.17854, 0.08535], [4.05423, 0.79752, 1.26414], [4.63325, -1.42085, 2.86793], [2.61546, -1.42846, 0.57275]],
  "nbo_charge": [0.382, -0.333, -0.435, -0.458, -0.413, -0.280, 0.134, -0.169, -0.164, -0.076, 0.253, -0.061, -0.173, 0.382, -0.423, -0.103, -0.265, -0.291, 0.266, 0.075, -0.354, -0.400, -0.011, 0.045, -0.260, 0.229, 0.218, 0.230, 0.228, 0.210, 0.181, 0.237, 0.208, 0.207, 0.230, 0.249, 0.233, 0.224, 0.250]
}

***

2.
{
  "formula": "C7H10IN2",
  "method": "ωB97M-V with the def2-TZVPD basis set",
  "lumo_energy_ev": -5.31,
  "total_charge": 1,
  "mol_weight_g_mol": 249.08,
  "energy_ev": -18488.015,
  "gap_ev": 7.51,
  "smiles": "C[C@H](I)Cc1cccn[nH+]1",
  "species": ["I", "N", "N", "C", "C", "C", "C", "C", "C", "C", "H", "H", "H", "H", "H", "H", "H", "H", "H", "H"],
  "positions_angstrom": [[1.47542, 1.12041, 2.42946], [-1.80238, 1.16522, -0.81004], [-3.12767, 0.94244, -0.64046], [-3.54910, -0.28206, 0.07685], [2.08842, 0.70362, 0.37014], [-0.81043, -0.98564, 0.45984], [2.72853, -0.80987, 0.14034], [-2.40880, -1.28393, 0.66258], [0.94230, 0.98030, -0.76921], [-0.56095, 0.43708, -0.38502], [1.97101, -1.53860, -0.39862], [0.95900, 2.11114, -1.11743], [3.69254, -0.75152, -0.56162], [1.27621, 0.35862, -1.73212], [0.06788, -1.65753, 0.85405], [2.98158, 1.45809, 0.12852], [-4.68773, -0.55613, 0.23260], [-1.58395, 2.05049, -1.36640], [-2.76497, -2.24445, 1.25555], [3.11307, -1.21765, 1.17100]],
  "nbo_charge": [0.159, -0.302, -0.126, 0.005, -0.362, -0.189, -0.668, -0.146, -0.509, 0.301, 0.209, 0.267, 0.252, 0.275, 0.300, 0.267, 0.290, 0.445, 0.279, 0.253]
}

***

3.
{
  "formula": "C47H33AsClN3NiO4S",
  "method": "ωB97M-V with the def2-TZVPD basis set",
  "lumo_energy_ev": [-0.05, -0.07],
  "total_charge": 0,
  "mol_weight_g_mol": 904.93,
  "energy_ev": -187173.645,
  "gap_ev": [6.48, 6.89],
  "multiplicity": 3,
  "species": ["As", "Ni", "Cl", "S", "O", "O", "O", "O", "N", "N", "N", "C", "C", "C", "C", "C", "C", "C", "C", "C", "C", "C", "C", "C", "C", "C", "C", "C", "C", "C", "C", "C", "C", "C", "C", "C", "C", "C", "C", "C", "C", "C", "C", "C", "C", "C", "C", "C", "C", "C", "C", "C", "C", "C", "C", "C", "C", "C", "H", "H", "H", "H", "H", "H", "H", "H", "H", "H", "H", "H", "H", "H", "H", "H", "H", "H", "H", "H", "H", "H", "H", "H", "H", "H", "H", "H", "H", "H", "H", "H", "H"],
  "positions_angstrom": [[0.23249, -2.08731, -0.04077], [-0.48469, 0.93402, -0.51327], [-4.28428, 7.87213, -0.97919], [-3.74370, 2.64653, 2.21145], [0.00256, 2.75816, -1.43146], [6.86442, 3.36415, 1.20885], [-0.34158, 2.76699, 0.74706], [7.70789, 1.41743, 0.59311], [-1.75980, -0.35771, 0.64792], [-2.50935, 1.41489, -1.31495], [1.54512, 0.08202, -0.32453], [-1.29267, 4.54242, -0.52751], [-2.22048, -1.77299, -2.35348], [4.00549, -3.72012, -0.01662], [-2.23759, 0.68176, 1.46357], [-1.72593, 4.93151, -1.79069], [6.73224, 2.09480, 0.76221], [-2.68021, 6.24234, 0.46558], [-1.68768, -5.78093, -0.60712], [-0.96771, -4.61767, -0.82427], [-2.80019, -1.02014, 0.04548], [5.34570, 1.62099, 0.49278], [-0.97970, -1.28780, -2.61392], [-1.95695, 0.92371, 2.83907], [-4.76926, 2.74324, -2.21250], [1.04569, -0.08215, -1.55282], [-0.05933, -0.93744, -1.58310], [-1.50976, -3.87459, 1.39789], [1.38244, -1.63221, 4.02515], [-2.69951, 1.93056, 3.36077], [3.13894, -2.69796, 2.77082], [-2.70521, 1.63509, -2.61172], [-2.22473, -5.04128, 1.61479], [-0.46515, 3.30079, -0.38620], [0.61874, -1.53123, 2.87086], [-3.44299, 1.83441, -0.43370], [-0.88759, -3.65564, 0.17490], [5.18705, 0.58065, -0.42095], [2.37928, -2.60783, 1.60994], [2.95835, 1.64571, 0.85125], [4.21676, 2.14802, 1.12100], [-1.76995, 5.20746, 0.59567], [-2.94892, -1.72749, -1.11893], [-2.31897, -5.99367, 0.61056], [4.25497, -4.14486, -1.31277], [2.79063, -3.11736, 0.28844], [2.64224, -2.20899, 3.97003], [2.10136, -3.33977, -2.01512], [2.79859, 0.63052, -0.09254], [-2.63812, 5.96245, -1.93386], [-3.17768, 1.57991, 0.97435], [1.11798, -2.00444, 1.67695], [-3.81758, 2.28215, -3.11306], [-3.11358, 6.60437, -0.80080], [3.31190, -3.94960, -2.31356], [1.83487, -2.94780, -0.71379], [-4.58350, 2.51741, -0.86473], [3.93002, 0.10407, -0.72991], [-1.44163, -3.11994, 2.17084], [-2.98941, 6.26139, -2.91220], [-2.70245, -5.21144, 2.57099], [-0.69087, -1.09461, -3.64375], [-5.30865, 2.84979, -0.13378], [6.07191, 0.16020, -0.88011], [-2.79680, -2.12680, -3.20194], [-0.36360, -1.08690, 2.88696], [2.07545, 2.04746, 1.33359], [1.47510, 0.39426, -2.43363], [-1.42604, 4.89321, 1.57177], [3.80511, -0.71119, -1.43438], [4.76220, -3.85388, 0.74555], [3.24409, -2.28477, 4.86627], [-3.92093, -2.20475, -1.17737], [-1.75201, -6.53141, -1.38441], [4.11797, -3.15698, 2.73855], [-1.92171, 1.28125, -3.27083], [1.36748, -3.16346, -2.79437], [3.52175, -4.26929, -3.32612], [-2.88169, -6.90260, 0.77943], [-3.93216, 2.42880, -4.17765], [-3.72009, -0.99266, 0.63309], [-2.68559, 2.30024, 4.37349], [-5.64695, 3.27014, -2.56398], [6.01265, 3.81191, 1.21805], [0.99450, -1.26626, 4.96687], [5.19574, -4.62564, -1.54780], [4.31100, 2.94443, 1.85154], [-0.47436, -4.45459, -1.77350], [-1.22689, 0.39236, 3.42665], [-3.06784, 6.75370, 1.33610], [-1.34666, 4.40633, -2.65647]],
  "mulliken_spin": [0.007, 1.582, 0.000, 0.006, 0.060, 0.000, 0.057, 0.000, 0.051, 0.051, 0.101, -0.001, 0.069, 0.001, -0.024, 0.003, 0.000, 0.000, -0.001, 0.003, 0.035, 0.000, -0.071, 0.012, -0.003, -0.034, 0.090, -0.002, 0.000, -0.008, 0.001, 0.002, 0.001, -0.028, -0.002, -0.015, 0.000, 0.002, 0.001, -0.004, -0.001, -0.001, 0.002, 0.000, -0.001, 0.000, -0.001, -0.016, 0.009, 0.001, 0.040, 0.006, 0.007, 0.000, 0.001, 0.009, 0.005, 0.004, 0.000, 0.000, 0.000, 0.003, 0.000, 0.000, -0.006, -0.002, -0.003, -0.005, 0.000, 0.001, 0.000, 0.000, 0.003, 0.000, 0.000, 0.003, -0.004, 0.000, 0.000, 0.000, 0.004, 0.000, 0.000, 0.000, 0.000, 0.000, 0.000, 0.003, 0.001, 0.000, -0.001]
}

***

4.
{
  "formula": "B2F4H4MnN3O9",
  "method": "ωB97M-V with the def2-TZVPD basis set",
  "lumo_energy_ev": [3.99, 4.05],
  "total_charge": -3,
  "mol_weight_g_mol": 342.60,
  "energy_ev": -66494.744,
  "gap_ev": [4.38, 4.43],
  "multiplicity": 6,
  "species": ["Mn", "F", "F", "F", "F", "O", "O", "O", "O", "O", "O", "O", "O", "O", "N", "N", "N", "B", "B", "H", "H", "H", "H"],
  "positions_angstrom": [[-0.01778, -0.08751, 0.49033], [0.92018, -2.80878, -0.13071], [1.83951, -3.65972, 1.56227], [-0.25213, -3.01036, 1.93172], [0.17424, -4.79741, 0.69047], [-1.45951, 2.86247, -3.78856], [-4.24383, -1.50624, -2.83003], [5.54116, 1.36143, 1.69946], [4.17580, 2.35922, 2.95757], [-0.06174, 1.65495, -2.80071], [0.17835, 2.15375, -4.82968], [-2.72744, -1.54949, -1.45938], [3.43682, 0.93721, 1.45746], [-2.33179, -1.99794, -3.38335], [4.38498, 1.49924, 2.05784], [-0.41185, 2.22013, -3.83722], [-3.12022, -1.68147, -2.58631], [-1.30157, 1.94731, 2.39642], [0.63499, -3.57660, 1.00778], [-1.89503, 1.17719, 1.92849], [-2.07810, 2.65332, 2.64697], [-0.66006, 2.33970, 1.62264], [-0.72497, 1.50960, 3.19653]],
  "nbo_charge": [1.802, -0.582, -0.562, -0.577, -0.555, -0.595, -0.549, -0.538, -0.577, -0.619, -0.513, -0.624, -0.588, -0.535, 0.714, 0.738, 0.746, -0.901, 1.308, -0.017, 0.059, -0.020, -0.014]
}

***

5.
{
  "formula": "C5H11N",
  "method": "ωB97M-V with the def2-TZVPD basis set",
  "lumo_energy_ev": -1.62,
  "total_charge": 0,
  "mol_weight_g_mol": 85.15,
  "energy_ev": -6847.281,
  "gap_ev": 6.37,
  "species": ["N", "C", "C", "C", "C", "C", "H", "H", "H", "H", "H", "H", "H", "H", "H", "H", "H"],
  "positions_angstrom": [[-0.77553, 0.15985, -0.90525], [0.57219, -1.20711, -0.54065], [0.06535, 3.29196, 0.24856], [-0.34333, -2.48353, -0.64425], [0.32915, -0.04690, 1.53974], [-0.11590, -0.14610, 0.16873], [0.09412, 2.32820, 0.97375], [1.36619, -0.41295, 1.61971], [0.25943, -3.31368, -1.18751], [-0.74452, 3.01946, -0.47223], [-0.15425, 0.54880, 2.31476], [1.47952, -1.56437, 0.10233], [-0.18676, 4.10634, 0.93510], [-0.66355, -2.75076, 0.38388], [1.05197, 3.53703, -0.16163], [1.01779, -0.81463, -1.47913], [-1.13601, -2.25236, -1.32510]],
  "nbo_charge": [-0.061, -0.411, -0.874, -0.598, -0.632, 0.081, 0.222, 0.207, 0.213, 0.219, 0.223, 0.290, 0.211, 0.230, 0.216, 0.242, 0.223]
}

***

6.
{
  "formula": "CH7N4S",
  "method": "ωB97M-V with the def2-TZVPD basis set",
  "lumo_energy_ev": [-5.45, -6.45],
  "total_charge": 1,
  "mol_weight_g_mol": 107.16,
  "energy_ev": -17935.345,
  "gap_ev": [7.42, 5.97],
  "species": ["S", "N", "N", "N", "N", "C", "H", "H", "H", "H", "H", "H", "H"],
  "positions_angstrom": [[-1.09964, -3.16548, -1.09842], [1.16013, 1.30731, 0.89498], [-0.55987, -0.47458, -1.43414], [0.33563, -1.45641, 0.42335], [0.02641, 0.74511, 0.86010], [-0.46649, -1.75241, -0.55426], [-0.22586, 0.41227, 1.76461], [0.30425, -2.00930, 1.23054], [-0.44605, 0.17004, -0.60967], [1.68266, 1.32148, -0.04918], [0.15812, -0.58859, -2.05272], [1.71054, 1.67259, 1.68584], [-1.47001, -0.68098, -1.89366]],
  "nbo_charge": [0.028, -0.416, -0.777, -0.666, -0.251, 0.129, 0.392, 0.393, 0.450, 0.406, 0.427, 0.423, 0.462]
}